Entry 1:
# C2H3O3S2

2 unconnected molecules or ions with the total composition C2H3O3S2 in a non-equilibrium geometry (ωB97M-V with the def2-TZVPD basis set, the OMol25 dataset).

Atoms and positions in Å:
C -2.0860 -0.5637 -0.0998
C -0.0604 0.5745 0.5843
O -2.1617 -0.1196 -1.1699
O -2.3525 -1.1280 0.8798
O -0.3277 1.7444 -0.0976
S 3.2635 -0.4262 -0.1322
S 0.8345 -0.6521 -0.0590
H -0.1458 0.7105 1.6525
H -0.2440 1.5491 -1.0421
H 3.2801 -1.6890 -0.5160

Atomic forces in eV per Å
0.0 -0.2 0.1
0.7 -0.8 -0.4
-0.1 0.5 -1.0
-0.3 -0.5 1.0
0.0 0.6 -0.1
0.5 0.6 0.2
-0.8 0.3 0.2
-0.1 0.2 0.1
0.0 -0.1 0.2
0.1 -0.6 -0.1

Properties
Energy above the lowest of the compared OMol25 structures with the same formula, charge and spin ... 1.4405 eV
Electronic energy ... -1100.14242 hartree
Net charge ... -1
Orbital gap ... 6.41 eV

Mulliken population analysis, charges in e, atoms 1 to 2: C 0.79; C -0.52

Entry 2:
# C35H46BrInN2O6

A molecular structure, C35H46BrInN2O6 (ωB97M-V with the def2-TZVPD basis set, the OMol25 dataset).

Atoms and positions in Å:
In 0.4281 1.1420 -0.1568
C 7.1673 1.3431 1.7892
O 6.6792 0.2263 2.5168
C 5.3573 -0.0464 2.4217
C 4.9366 -1.2032 3.1226
C 3.6284 -1.5639 3.0457
C 2.6657 -0.8440 2.2850
C 1.3157 -1.3398 2.2141
C 0.8696 -2.3619 3.2519
O 0.4758 -1.0052 1.3620
C 3.0893 0.3392 1.6036
O 2.3232 1.1083 0.9232
C 4.4644 0.7051 1.7063
H 8.2389 1.3715 1.9620
H 6.7146 2.2718 2.1420
H 6.9694 1.2309 0.7216
H 5.6647 -1.7829 3.6727
H 3.3269 -2.4680 3.5574
H 1.0547 -1.9996 4.2637
H 1.4019 -3.3058 3.1340
H -0.1938 -2.5472 3.1244
H 4.7544 1.5944 1.1671
C 4.8269 0.9619 -7.0897
C 3.3725 1.3873 -6.8925
C 2.5289 0.7284 -7.9920
C 3.2928 2.9123 -7.0471
C 2.8333 0.9818 -5.5200
C 1.5200 1.2737 -5.1711
C 1.0354 0.9009 -3.9376
Br -0.7812 1.3399 -3.5554
C 1.7732 0.2156 -2.9411
O 1.2379 -0.1249 -1.7840
C 3.1063 -0.0875 -3.3115
C 3.5784 0.3101 -4.5677
C 4.1261 -0.8363 -2.4252
C 5.2832 0.1169 -2.0870
C 4.6768 -2.0476 -3.1967
C 3.5698 -1.3669 -1.1058
H 5.1704 1.2853 -8.0752
H 4.9390 -0.1233 -7.0344
H 5.4828 1.4153 -6.3430
H 2.9126 0.9963 -8.9810
H 1.4865 1.0482 -7.9392
H 2.5535 -0.3591 -7.8951
H 3.6916 3.2199 -8.0183
H 3.8706 3.4084 -6.2643
H 2.2620 3.2649 -6.9801
H 0.8601 1.7905 -5.8575
H 4.6034 0.0623 -4.8092
H 5.7738 0.4989 -2.9842
H 6.0353 -0.4039 -1.4850
H 4.9132 0.9714 -1.5143
H 5.2076 -1.7606 -4.1055
H 3.8626 -2.7190 -3.4792
H 5.3745 -2.6040 -2.5640
H 3.1978 -0.5674 -0.4785
H 4.3747 -1.8891 -0.5769
H 2.7504 -2.0677 -1.2679
C -7.3473 0.4830 4.7101
C -7.0736 0.7722 3.2405
N -6.5152 2.1007 3.0029
C -7.4071 3.2617 3.1182
C -7.2484 4.0154 4.4310
C -5.2434 2.3541 2.6243
O -4.8014 3.4726 2.4377
C -4.3201 1.1806 2.3798
C -3.7904 0.3916 3.3941
C -2.8864 -0.6062 3.0933
C -2.5142 -0.8059 1.7792
N -3.0375 -0.0361 0.8209
C -3.9023 0.9518 1.0915
H -7.6833 -0.5472 4.8352
H -8.1227 1.1400 5.1050
H -6.4471 0.6298 5.3111
H -8.0005 0.6956 2.6690
H -6.3910 0.0278 2.8364
H -8.4261 2.8952 2.9922
H -7.1786 3.9332 2.2921
H -7.5291 3.4029 5.2886
H -7.8829 4.9026 4.4238
H -6.2158 4.3401 4.5527
H -4.0748 0.5716 4.4244
H -2.4611 -1.2328 3.8620
H -1.7826 -1.5407 1.4851
H -4.2313 1.5320 0.2406
C -1.9654 -1.4907 -1.0440
C -2.6927 -0.2434 -0.6661
O -3.0922 0.5925 -1.3945
H -2.2217 -1.6917 -2.0802
H -2.2120 -2.3465 -0.4188
H -0.8854 -1.3066 -1.0112

Atomic forces in eV per Å
-0.1 -0.1 0.1
0.0 -0.1 0.0
0.1 0.1 0.0
0.0 0.0 0.0
0.1 0.0 -0.1
-0.1 0.0 0.0
0.0 -0.1 0.1
0.1 -0.1 -0.1
0.0 0.1 0.0
-0.1 0.1 0.1
0.1 0.2 0.0
0.2 0.0 0.1
0.0 0.0 0.0
0.0 0.0 0.0
0.0 0.0 0.0
0.0 0.0 0.0
0.0 0.0 0.0
0.0 0.0 0.0
0.0 0.0 0.0
0.0 0.0 0.0
-0.1 0.0 0.0
0.0 0.0 0.0
0.0 0.0 0.0
0.0 0.0 0.0
0.0 0.0 0.0
0.0 0.0 0.0
0.0 0.0 -0.1
0.0 0.0 0.0
-0.1 0.0 0.1
0.0 -0.1 0.0
0.0 -0.1 0.1
-0.1 0.2 -0.2
0.2 -0.1 0.0
0.1 -0.1 0.1
-0.1 0.0 -0.1
0.0 0.0 0.0
0.0 0.0 0.0
0.0 -0.2 0.0
0.0 0.0 0.0
0.0 0.0 0.0
0.0 0.0 0.0
0.0 0.0 0.0
0.0 0.0 0.0
0.0 0.0 0.0
0.0 0.0 0.0
0.0 0.0 0.0
0.0 0.0 0.0
0.0 0.0 0.0
0.0 0.0 0.0
0.0 0.0 0.0
0.0 0.0 0.0
0.0 0.0 0.0
0.0 0.0 0.0
0.0 0.0 0.0
0.0 0.0 0.0
0.0 -0.1 -0.1
0.0 0.0 0.0
0.0 0.0 0.0
0.0 0.0 0.0
0.0 0.1 0.0
-0.1 0.0 0.0
0.1 0.0 0.1
0.0 0.0 0.0
0.1 0.0 0.0
-0.1 0.0 -0.1
0.0 0.1 0.0
-0.1 0.1 0.2
0.2 -0.1 -0.1
0.0 -0.1 0.3
0.1 -0.1 -0.4
-0.1 0.1 0.0
0.0 0.0 0.0
0.0 0.0 0.0
0.0 0.0 0.0
0.0 0.0 0.0
0.0 0.0 0.0
0.0 0.0 0.0
0.0 0.0 0.0
0.0 0.0 0.0
0.0 0.0 0.0
0.0 0.0 0.0
0.0 0.0 0.0
0.1 0.0 0.0
0.1 0.0 0.0
0.0 0.0 0.0
0.0 0.0 0.1
0.2 0.0 -0.1
-0.3 0.1 -0.1
0.0 0.0 0.0
0.0 0.0 0.0
0.0 0.0 0.0

Properties
Electronic energy ... -4686.38381 hartree
Orbital gap ... 4.48 eV

Mulliken population analysis, charges in e, atoms 1 to 2: In 0.58; C -0.65

Entry 3:
# C6H15N

C6H15N in the gas phase in a non-equilibrium geometry (ωB97M-V with the def2-TZVPD basis set, the OMol25 dataset).

Atoms and positions in Å:
C 2.3584 0.6995 -1.1200
C 1.0018 1.0036 -0.4495
C 0.1604 -0.2463 -0.2183
C 0.7466 -1.2185 0.7970
C -1.3202 0.1256 -0.0138
C -1.6624 0.3380 1.4395
N -2.1960 -0.9432 -0.5355
H 3.2189 1.1293 -0.6154
H 2.3840 0.9902 -2.1636
H 2.5160 -0.3805 -1.1281
H 0.4487 1.6188 -1.1581
H 1.1277 1.5216 0.4925
H 0.1068 -0.7425 -1.1955
H 0.1492 -2.1272 0.7356
H 1.7439 -1.4758 0.4372
H 0.8085 -0.8061 1.7997
H -1.4355 1.0464 -0.5652
H -1.3356 -0.4728 2.0832
H -1.2005 1.2244 1.8859
H -2.7115 0.5338 1.6719
H -1.8265 -1.3027 -1.4175
H -3.0828 -0.5157 -0.7619

Atomic forces in eV per Å
-0.1 -0.6 0.3
0.4 -0.3 -0.6
-0.5 0.1 -0.5
0.0 0.0 -1.1
0.2 -0.7 0.6
-0.1 0.9 1.2
0.4 0.1 -0.3
0.0 0.2 0.0
-0.1 0.3 -0.1
0.2 0.0 0.0
-0.1 0.4 0.3
0.0 0.4 0.2
0.4 -0.2 0.0
0.0 -0.1 0.5
0.1 -0.1 0.3
0.0 -0.1 0.1
-0.4 0.5 -0.2
-0.2 -0.4 -0.2
0.4 0.1 -0.4
-0.2 -0.4 -0.5
-0.1 0.2 0.2
-0.3 -0.2 0.0

Properties
SMILES string ... CC[C@@H](C)[C@H](C)N
Energy above the lowest of the compared OMol25 structures with the same formula, charge and spin ... 0.5252 eV
Electronic energy ... -292.34973 hartree
Orbital gap ... 10.46 eV

Mulliken population analysis, charges in e, atoms 1 to 2: C -1.25; C -0.46

Entry 4:
# ClHOS

2 unconnected molecules or ions with the total composition ClHOS (ωB97M-V with the def2-TZVPD basis set, the OMol25 dataset).

Atoms and positions in Å:
O -0.1513 -1.6000 -1.1059
S 0.7194 -0.3837 -1.1959
Cl -0.2019 1.6262 1.1097
H -0.3663 0.3575 1.1921

Atomic forces in eV per Å
0.5 0.8 0.0
-0.5 -0.8 -0.1
0.0 -0.1 -0.1
0.0 0.0 0.2

Properties
SMILES string ... O=S.Cl
Energy above the lowest of the compared OMol25 structures with the same formula, charge and spin ... 0.6418 eV
Electronic energy ... -934.12550 hartree
Orbital gap ... 6.49 eV

Mulliken population analysis, charges in e, atoms 1 to 2: O -0.30; S 0.28

| no. | LUMO energy (eV) |
| --- | --- |
| 1 | 3.53 |
| 2 | -1.90 |
| 3 | 1.11 |
| 4 | -2.30 |